No. 1
Below is C51H55N5O3P3Re as an isolated structure at a distorted geometry, with properties calculated with the ωB97M-V functional and the def2-TZVPD basis.

Summary:
Multiplicity ... 4
Largest force on an atom ... 3.6 eV/Å
⟨S²⟩ ... 3.850
Energy ... -97343.5915 eV
Frontier orbital gap (alpha / beta) ... 5.133 / 4.112 eV
ΔE to the lowest compared entry with this formula, charge and spin ... 76.6 kcal/mol
E_HOMO (alpha / beta) ... -14.58 / -14.58 eV
Charge ... +3
Lowest unoccupied orbital energy (alpha / beta) ... -0.34729 / -0.38483 Eh

Each line ends with the Mulliken charge.
Positions of all 118 atoms, in Å:
Re  -1.4689  -0.5950  0.3060  1.8605
N  -1.7139  -1.0454  4.5890  0.0755
C  -2.1079  -0.2792  3.5547  -0.6321
N  -1.5281  -0.7042  2.4181  0.1893
C  -0.9304  -1.8894  2.8196  0.4707
N  -0.9733  -2.1219  4.1027  -0.6597
C  -0.3502  -2.8198  1.8729  0.4290
C  0.0849  -4.1017  2.1466  -0.7845
N  0.7439  -4.8353  1.2284  -0.4445
C  0.7468  -4.3119  -0.0290  -0.7628
C  0.2053  -3.1138  -0.3678  -0.5094
N  -0.3794  -2.3834  0.6110  0.8859
H  -2.0636  -1.0257  5.5526  0.2912
H  -2.6076  0.6948  3.7297  0.3733
H  0.1086  -4.5408  3.1321  0.5497
H  1.2987  -4.9044  -0.7654  0.4913
H  0.1656  -2.7744  -1.4164  0.4801
O  0.4478  0.4997  0.5267  -0.0193
P  1.5758  1.3712  1.1248  0.7979
C  2.7242  1.7612  -0.2562  -1.1224
P  3.8686  0.4297  -0.9421  0.7998
O  3.0975  -0.8275  -1.0634  -0.7101
C  5.3264  0.3968  0.1427  0.8680
C  6.2230  1.4481  0.4627  -0.3402
C  7.3828  1.1819  1.1793  -0.7781
C  7.6196  -0.1600  1.5748  -0.4107
C  6.8199  -1.2313  1.1346  -0.6601
C  5.6413  -0.8841  0.4310  -0.3964
C  4.5984  1.0813  -2.4161  0.5996
C  4.7700  2.4417  -2.7263  -0.2502
C  4.7622  2.8869  -4.0884  -0.8812
C  5.0254  1.9477  -5.0632  -0.3532
C  5.1215  0.6211  -4.7546  -0.8031
C  4.8373  0.2044  -3.4395  -0.3086
C  2.5387  0.7433  2.4582  0.5485
C  2.6794  -0.6285  2.5016  0.4769
C  3.5455  -1.2028  3.4739  -0.6265
C  4.1980  -0.3695  4.4018  -0.7550
C  3.9658  0.9992  4.3657  -0.7824
C  3.1779  1.5564  3.3967  -0.7387
C  0.8515  2.9484  1.5746  0.3077
C  -0.4496  2.9223  2.0530  -0.2543
C  -0.9946  4.0501  2.7568  -0.6108
C  -0.3228  5.2231  2.8613  -0.8267
C  0.9303  5.2904  2.2660  -0.6450
C  1.5430  4.1923  1.6814  -0.4554
H  3.3728  2.5796  0.0230  0.4626
H  2.1248  2.1012  -1.1320  0.4786
H  5.9638  2.4822  0.1590  0.2348
H  8.0516  1.9914  1.5449  0.3804
H  8.5153  -0.4480  2.1657  0.3901
H  7.1285  -2.3063  1.4109  0.3367
H  4.9026  -1.6882  0.2269  0.2788
H  4.7273  3.1759  -1.9297  0.2705
H  4.6314  3.9387  -4.2558  0.4873
H  5.1513  2.1843  -6.1181  0.4101
H  5.1852  -0.1349  -5.5211  0.3896
H  4.6794  -0.8489  -3.2026  0.4227
H  1.9720  -1.2673  1.9369  0.0253
H  3.7609  -2.2841  3.3676  0.4068
H  4.8588  -0.7648  5.1575  0.4817
H  4.5144  1.6096  5.0430  0.4769
H  3.2020  2.6450  3.3588  0.3887
H  -1.0882  2.0699  1.9152  0.0863
H  -2.0320  3.9594  3.0836  0.3724
H  -0.8218  6.0787  3.3155  0.4370
H  1.4388  6.2439  2.1484  0.4266
H  2.5715  4.2238  1.2914  0.3205
C  -4.9615  0.1458  -1.0522  -1.2837
P  -3.7501  0.5664  0.2441  1.4382
C  -3.7071  2.3751  -0.0870  -1.2188
C  -4.8755  0.4060  1.7069  1.0384
C  -4.8443  1.4707  2.5935  -0.7867
C  -5.7179  1.3960  3.7088  -0.7910
C  -6.5018  0.2228  3.9369  -0.6428
C  -6.5946  -0.7229  2.9251  -0.6244
C  -5.7411  -0.6451  1.8085  -0.5838
H  -5.2763  -0.9204  -0.9839  0.2886
H  -4.6949  0.3777  -2.1174  0.3494
H  -5.8877  0.6980  -0.8048  0.5745
H  -4.7106  2.7170  -0.4170  0.4863
H  -3.0032  2.4634  -0.9106  0.2243
H  -3.4306  3.0525  0.7251  0.3358
H  -4.0649  2.1599  2.5797  0.4334
H  -5.9214  2.2729  4.3633  0.4012
H  -7.0396  0.0864  4.8733  0.5074
H  -7.3157  -1.5698  2.9706  0.4042
H  -5.7605  -1.4903  1.1071  0.0665
C  -3.5111  -3.7385  -0.3709  -1.2257
C  -3.2091  -3.8689  -1.8533  0.8443
C  -2.1905  -4.9949  -2.1061  -1.4697
C  -3.1678  -2.5990  -2.7053  0.8371
C  -3.9943  -2.6239  -3.8784  -1.0981
C  -3.9959  -1.7067  -4.8986  -1.3284
C  -3.0697  -0.7079  -4.8846  -1.0070
C  -2.1247  -0.6217  -3.8474  0.2928
C  -1.0937  0.4813  -4.0623  0.7101
C  -1.7267  1.8663  -4.0699  -1.3530
C  0.1935  0.4027  -3.2666  -1.9857
C  -2.2877  -1.4715  -2.6203  0.2772
O  -1.5478  -1.1982  -1.5595  0.6509
H  -3.9654  -4.6555  0.0140  0.5820
H  -4.1537  -2.9106  -0.0892  -0.0290
H  -2.5800  -3.5902  0.1982  0.1292
H  -4.1835  -4.3196  -2.2165  0.5128
H  -1.2052  -4.9188  -1.5639  0.1686
H  -2.0291  -5.1389  -3.1489  0.3713
H  -2.6775  -5.8706  -1.7297  0.5202
H  -4.6726  -3.4761  -4.0159  0.4383
H  -4.7818  -1.6956  -5.6588  0.4317
H  -2.9596  0.0217  -5.6636  0.5731
H  -0.9205  0.4873  -5.1353  0.6692
H  -0.9366  2.7025  -3.9443  0.3730
H  -2.4305  2.0234  -3.1922  0.1712
H  -2.2524  2.1084  -4.9996  0.4508
H  0.0360  0.7142  -2.2056  -0.0234
H  0.9485  1.1395  -3.6059  0.6450
H  0.7426  -0.5859  -3.1811  0.3164

***

No. 2
Below is C47H42N4O3RhTe as an isolated structure, with properties calculated with the ωB97M-V functional and the def2-TZVPD basis.

Summary:
Multiplicity ... 5
Largest force on an atom ... 0.8 eV/Å
⟨S²⟩ ... 6.054
Energy ... -71817.8508 eV
Frontier orbital gap (alpha / beta) ... 6.833 / 5.135 eV
ΔE to the lowest compared entry with this formula, charge and spin ... 0.0 kcal/mol
E_HOMO (alpha / beta) ... -9.67 / -10.45 eV
Charge ... +1
Lowest unoccupied orbital energy (alpha / beta) ... -0.10420 / -0.19541 Eh

Each line ends with the Mulliken charge.
Positions of all 98 atoms, in Å:
Rh  1.2383  -0.2059  0.5689  0.7894
C  3.3265  -1.0453  1.8893  -0.1477
C  3.9082  -0.2052  0.8994  -0.3983
C  3.3523  1.0774  1.0119  -0.3974
C  2.4035  1.0464  2.0663  -0.5165
C  2.4012  -0.2818  2.6157  -1.4488
H  3.5899  -2.0785  2.0737  0.5438
H  4.6544  -0.5114  0.1787  0.5794
H  3.6245  1.9499  0.4356  0.5062
H  1.9181  1.9114  2.4938  0.5087
H  1.8783  -0.5894  3.5080  0.5927
C  -1.0414  -3.2387  -5.4282  -1.7300
C  -0.2575  -2.7622  -4.2464  0.1901
C  0.5845  -3.6370  -3.5320  -0.3550
C  1.3163  -3.2031  -2.4689  0.7969
C  2.0763  -4.2412  -1.6576  -0.1699
O  1.4794  -5.2636  -1.4099  -0.5941
C  3.4690  -4.0043  -1.1831  0.4888
C  3.9524  -4.7915  -0.1379  -0.5497
C  5.2564  -4.6370  0.3059  -0.6134
C  6.0903  -3.7079  -0.3087  -0.3872
C  5.6150  -2.9325  -1.3585  -0.7948
C  4.3054  -3.0737  -1.7882  -0.0303
C  1.2048  -1.8252  -2.0227  0.5204
O  1.8950  -1.4673  -1.0509  -1.2689
C  0.2826  -0.9235  -2.7221  0.7876
C  -0.3854  -1.4255  -3.8104  -0.9722
C  0.0421  0.4998  -2.3200  0.6285
N  0.4589  0.9615  -1.2021  0.5817
C  0.2194  2.3621  -0.8118  -0.7182
C  -0.7498  2.4422  0.3653  -0.3953
Te  -0.9788  4.4328  1.1304  0.2371
C  1.0875  4.7467  1.4325  0.0192
C  1.8798  5.2392  0.3955  -0.2435
C  3.2436  5.4278  0.5947  -0.5198
C  3.8152  5.1379  1.8281  -0.5299
C  3.0245  4.6623  2.8666  -0.3928
C  1.6605  4.4683  2.6721  -0.5312
C  -0.7532  1.3493  -3.2719  -0.9008
C  -0.1798  1.8244  -4.4470  -0.1225
C  -0.9259  2.6071  -5.3190  -0.8549
C  -2.2511  2.9057  -5.0288  -0.4516
C  -2.8295  2.4276  -3.8599  -1.0489
C  -2.0797  1.6543  -2.9831  0.5751
H  -0.8623  -4.2930  -5.6288  0.3890
H  -0.7769  -2.6641  -6.3219  0.3636
H  -2.1125  -3.0932  -5.2599  0.3706
H  0.6504  -4.6815  -3.8160  0.4717
H  3.2892  -5.5174  0.3141  0.4665
H  5.6265  -5.2477  1.1201  0.4265
H  7.1158  -3.5955  0.0239  0.4168
H  6.2690  -2.2145  -1.8400  0.4391
H  3.9423  -2.4636  -2.6104  0.4258
H  -1.0578  -0.7739  -4.3556  0.6588
H  -0.1627  2.9654  -1.6279  0.4472
H  1.1893  2.7616  -0.5193  0.2415
H  -0.4400  1.7991  1.1840  0.3116
H  -1.7553  2.1344  0.0575  -0.0741
H  1.4342  5.4810  -0.5623  0.4413
H  3.8567  5.8107  -0.2132  0.4051
H  4.8764  5.2960  1.9839  0.4096
H  3.4662  4.4439  3.8320  0.4015
H  1.0447  4.1028  3.4856  0.4977
H  0.8568  1.5893  -4.6754  0.5016
H  -0.4712  2.9808  -6.2295  0.4209
H  -2.8341  3.5099  -5.7140  0.4056
H  -3.8609  2.6596  -3.6246  0.4528
H  -2.5324  1.2843  -2.0669  0.3890
C  -2.2652  1.5959  5.5413  -1.3466
C  -3.1783  0.9958  4.4997  0.3961
C  -4.1383  0.0446  4.8337  -0.6903
C  -4.9660  -0.5188  3.8689  -0.5677
C  -4.8604  -0.1227  2.5443  0.0467
N  -5.7038  -0.7186  1.5635  -0.0861
C  -5.4228  -0.9921  0.2502  0.2348
O  -6.2791  -1.0848  -0.6067  -0.6660
N  -4.0773  -1.1474  -0.0843  0.0241
C  -2.9947  -1.5754  0.6967  -0.0783
C  -3.1181  -2.4217  1.7923  -0.3119
C  -1.9838  -2.7694  2.5025  -1.0163
C  -0.7534  -2.2709  2.1161  -0.8262
N  -0.6274  -1.4660  1.0612  0.9871
C  -1.7207  -1.1423  0.3651  -0.2521
C  -3.9346  0.8566  2.2020  -0.0941
C  -3.0971  1.3933  3.1661  -0.0748
H  -2.4583  1.1721  6.5269  0.3600
H  -2.4046  2.6782  5.6070  0.3318
H  -1.2160  1.4174  5.2946  0.2321
H  -4.2371  -0.2737  5.8672  0.3392
H  -5.6967  -1.2737  4.1459  0.4291
H  -6.6840  -0.7923  1.7751  0.2621
H  -3.9298  -1.0531  -1.0740  0.1987
H  -4.0882  -2.8147  2.0734  0.5463
H  -2.0510  -3.4320  3.3559  0.4376
H  0.1524  -2.5039  2.6620  0.4861
H  -1.5828  -0.5003  -0.4992  0.0080
H  -3.8767  1.2050  1.1759  0.5127
H  -2.3791  2.1580  2.8780  0.2357

***

Which of these has the lowest largest force on an atom?
C47H42N4O3RhTe